[1]
DFT (the ωB97M-V functional and the def2-TZVPD basis) results for a 2-piece molecular cluster, C16H27BNO5 overall in a non-equilibrium geometry.

Values from the calculation:
* LUMO level: 0.088 Ha
* HOMO energy: -4.0 eV
* total charge: -1
* calculated total energy: -29433.811 eV

Geometry as XYZ:
```
50
Properties=species:S:1:pos:R:3:forces:R:3
C 5.925 -2.262 -0.571 0.1 0.5 0.1
C 4.924 -1.381 -1.318 0.1 -0.5 -0.3
N 4.651 -1.635 -2.538 -0.3 0.2 0.1
C 4.282 -0.181 -0.647 0.3 0.3 0.3
C 4.275 -0.257 0.881 0.7 -0.8 0.0
O 3.871 0.865 1.584 -0.6 -0.1 -0.6
B 4.061 0.388 3.013 0.0 0.3 -0.2
O 3.859 -1.102 2.940 0.5 -0.6 -0.4
C 3.526 -1.418 1.588 -0.7 1.1 1.5
C 1.992 -1.243 1.550 0.0 -0.3 -0.7
O 1.313 -2.406 0.962 -0.1 0.8 -0.3
C 0.266 -1.953 0.175 1.4 -0.9 1.0
C -0.942 -1.674 0.761 -0.6 0.2 0.0
C -1.952 -1.188 -0.051 -0.2 -0.1 1.0
C -1.718 -1.009 -1.384 -1.2 0.6 -1.6
C -0.506 -1.295 -1.967 0.7 -0.2 0.0
C 0.510 -1.777 -1.166 0.1 0.1 -0.7
H 5.390 -2.996 0.035 0.1 0.1 0.0
H 6.588 -2.777 -1.272 -0.3 0.0 0.0
H 6.564 -1.679 0.098 -0.2 -0.1 0.0
H 5.184 -2.447 -2.852 0.0 0.1 0.0
H 3.310 0.053 -1.092 0.1 -0.2 0.0
H 4.947 0.660 -0.907 -0.2 0.0 0.1
H 5.333 -0.423 1.179 -0.1 -0.2 -0.2
H 3.214 0.878 3.745 0.0 0.3 0.1
H 5.226 0.701 3.263 0.1 -0.2 0.5
H 3.799 -2.445 1.322 0.1 0.1 0.0
H 1.599 -1.102 2.559 0.3 -0.1 0.0
H 1.749 -0.341 0.975 -0.1 -0.2 0.0
H -1.096 -1.799 1.826 0.2 -0.1 -0.1
H -2.901 -0.936 0.410 -0.1 0.0 -0.3
H -2.506 -0.624 -2.028 0.0 0.0 0.2
H -0.297 -1.136 -3.019 -0.3 0.0 0.0
H 1.490 -1.990 -1.580 0.0 0.0 0.2
C -7.019 3.196 -1.100 0.0 0.1 0.1
O -6.392 3.273 0.167 0.0 -0.1 -0.2
C -6.137 1.996 0.736 0.1 0.3 0.2
C -4.688 1.586 0.568 -0.1 -0.4 -0.2
O -4.364 1.369 -0.797 -0.1 0.2 0.0
C -3.656 2.456 -1.370 0.1 -0.1 0.0
H -6.960 4.181 -1.562 0.0 0.0 0.1
H -6.527 2.472 -1.753 0.0 0.0 0.0
H -8.075 2.926 -0.983 0.0 0.0 -0.1
H -6.803 1.240 0.308 0.0 0.0 -0.1
H -6.358 2.073 1.806 0.0 0.0 0.0
H -4.531 0.637 1.090 0.0 0.0 0.1
H -4.021 2.329 1.013 0.0 0.0 0.0
H -2.620 2.458 -1.018 0.0 0.1 0.0
H -4.123 3.415 -1.130 0.0 0.0 0.0
H -3.660 2.327 -2.451 0.0 -0.1 0.0
```
Positions in Å, forces in eV/Å.

[2]
DFT (the ωB97M-V functional and the def2-TZVPD basis) results for C16H27Br2IN2NbO2P2 as an isolated structure in a non-equilibrium geometry.

Values from the calculation:
* LUMO level: 0.024 Ha
* HOMO energy: -5.2 eV
* total charge: -1
* calculated total energy: -192411.245 eV

Geometry as XYZ:
```
53
Properties=species:S:1:pos:R:3:forces:R:3
C -3.192 -3.283 0.936 -0.2 0.4 -0.4
C -2.543 -2.301 -0.241 -0.2 0.0 0.8
Br -3.640 -2.698 -1.913 0.4 -0.4 0.4
C -2.701 -0.700 0.074 -1.4 -1.8 -0.2
Br -2.381 0.246 -1.703 -0.1 -0.3 1.6
Nb -1.206 0.146 1.574 0.1 0.3 -1.8
C 0.245 1.137 3.024 0.2 0.6 0.8
C 1.583 0.263 3.385 0.3 0.9 0.8
C 2.530 -0.123 2.101 -0.6 -1.5 1.5
I 3.526 1.774 1.473 -0.8 -0.8 0.3
P -2.339 2.474 1.338 -2.8 0.1 -0.8
O -3.855 2.375 0.901 3.2 0.5 0.9
P -2.667 -0.469 3.581 -3.1 -0.2 0.5
O -4.206 -0.483 3.201 3.2 -0.3 0.8
H -4.168 -3.814 0.512 2.3 1.1 0.9
H -3.547 -2.597 1.821 0.8 -1.4 -1.5
H -2.390 -4.094 1.256 -1.8 1.8 -0.5
H -1.449 -2.634 -0.516 -2.3 0.9 0.5
H -3.804 -0.431 0.415 2.1 -0.6 -1.0
H -0.369 -1.461 1.660 0.4 -0.2 -0.1
H -0.143 0.613 0.148 0.6 -0.2 0.6
H -0.386 1.406 4.001 1.6 -0.5 -1.8
H 0.555 2.169 2.550 -0.4 -1.8 0.9
H 1.314 -0.681 4.056 0.5 1.8 -1.8
H 2.254 0.952 4.092 -1.2 -1.6 -1.4
H 1.959 -0.573 1.185 1.0 1.1 1.8
H 3.332 -0.907 2.510 -1.4 2.1 -1.2
H -2.166 3.085 2.663 0.0 0.1 -0.9
H -1.501 3.246 0.447 -0.4 0.2 0.6
H -2.188 -1.727 4.143 -0.3 0.8 0.3
H -2.405 0.545 4.609 -0.1 -0.9 -0.2
N 5.788 -1.540 1.903 0.6 -0.4 -0.8
C 6.459 -2.713 1.905 -0.5 0.8 0.1
C 7.257 -3.146 0.858 0.0 0.2 -0.2
C 7.371 -2.331 -0.263 0.0 0.1 0.0
C 6.690 -1.119 -0.296 0.2 -0.4 0.0
C 5.920 -0.770 0.801 -0.1 -0.4 0.7
H 6.336 -3.314 2.801 0.0 0.0 -0.1
H 7.775 -4.096 0.915 -0.1 0.1 0.0
H 7.986 -2.638 -1.105 -0.1 0.0 0.1
H 6.758 -0.461 -1.156 0.0 0.0 0.1
H 5.372 0.168 0.825 0.3 -0.3 -0.1
N -2.887 3.599 -4.224 -0.3 -0.5 -0.9
C -3.446 4.220 -5.286 0.4 -0.4 0.8
C -3.930 3.554 -6.401 0.0 -0.2 0.0
C -3.833 2.167 -6.432 0.0 -0.1 0.1
C -3.261 1.499 -5.354 -0.2 0.2 -0.3
C -2.809 2.252 -4.282 0.1 1.0 0.2
H -3.496 5.303 -5.216 0.0 -0.1 0.0
H -4.371 4.103 -7.224 0.0 0.0 0.1
H -4.200 1.610 -7.289 0.0 0.1 0.1
H -3.170 0.419 -5.348 0.0 0.1 0.1
H -2.358 1.777 -3.415 -0.1 0.3 -0.4
```
Positions in Å, forces in eV/Å.

[3]
DFT (the ωB97M-V functional and the def2-TZVPD basis) results for a 6-piece molecular cluster, C16H27Cl4NO10 overall in a non-equilibrium geometry.

Values from the calculation:
* LUMO level: 0.013 Ha
* HOMO energy: -9.3 eV
* energy above the lowest of the compared OMol25 structures with the same formula, charge and spin: 3.428 eV
* structure (SMILES): O=C1OCCO1.O=C1OCCO1.O=C1OCCO1.CNC(C)=O.ClCCCl.ClCCCl
* calculated total energy: -89082.360 eV

Geometry as XYZ:
```
58
Properties=species:S:1:pos:R:3:forces:R:3
O 2.367 -6.118 -4.521 0.5 0.4 -0.4
C 3.323 -5.648 -3.991 -0.7 -0.8 1.1
O 4.605 -5.884 -4.264 0.7 -1.7 -2.2
C 5.428 -5.065 -3.537 0.4 2.9 2.8
C 4.544 -4.876 -2.239 1.2 -1.3 -1.4
O 3.282 -4.927 -2.867 -1.6 1.2 0.9
H 6.439 -5.370 -3.267 -0.3 -1.0 -0.5
H 5.537 -4.092 -4.017 0.0 0.1 -0.3
H 4.669 -4.039 -1.553 -0.1 0.1 -0.6
H 4.668 -5.819 -1.706 -0.1 0.0 0.5
O -7.010 2.336 1.603 -0.4 0.5 -3.2
C -7.259 2.305 0.414 -1.3 -0.2 0.6
O -6.785 1.388 -0.472 0.5 0.1 -0.4
C -7.400 1.565 -1.770 -1.3 -1.5 0.6
C -8.624 2.342 -1.444 0.7 2.2 -0.5
O -8.221 3.088 -0.299 0.6 -0.5 1.8
H -6.778 1.962 -2.573 0.3 0.0 0.6
H -7.949 0.673 -2.072 1.5 -1.0 -0.3
H -9.524 1.742 -1.309 0.1 0.1 0.5
H -8.744 3.020 -2.289 -0.7 0.3 0.3
O -3.544 -2.415 4.848 -0.2 -5.1 0.8
C -3.687 -3.618 5.178 -0.8 3.9 -0.1
O -3.612 -4.053 6.445 -0.4 0.4 0.7
C -4.061 -5.417 6.562 2.0 -0.2 -1.1
C -4.334 -5.795 5.077 -0.9 -1.4 2.8
O -4.132 -4.647 4.425 1.0 3.6 -3.1
H -3.120 -5.940 6.737 -0.4 -0.3 1.2
H -4.852 -5.591 7.291 0.2 0.4 -0.1
H -5.392 -6.037 4.981 0.3 -0.8 -0.5
H -3.569 -6.531 4.830 -0.7 -0.4 -0.6
C -0.572 3.427 1.599 -0.9 0.1 0.3
N -0.979 2.182 0.932 0.7 0.0 0.2
C -0.034 1.299 0.615 2.1 -2.2 -1.8
C -0.381 -0.067 -0.129 -1.2 1.7 1.0
O 1.171 1.524 0.733 -0.7 0.2 0.4
H -1.217 4.184 1.153 0.1 0.3 0.7
H 0.465 3.758 1.536 0.0 -0.7 -1.1
H -0.650 3.316 2.681 -0.7 0.2 0.1
H -1.936 1.866 0.866 0.1 0.5 0.2
H -0.610 -0.865 0.578 0.8 -0.1 0.2
H 0.428 -0.246 -0.837 -0.2 -0.3 0.3
H -1.348 0.001 -0.626 0.0 0.3 -0.5
Cl 8.934 -0.677 -0.489 0.1 0.4 0.2
C 8.972 1.087 -0.222 -1.3 1.3 0.8
C 7.602 1.596 0.434 1.0 -0.6 -0.8
Cl 7.625 3.322 0.756 0.5 1.0 -0.1
H 9.197 1.574 -1.171 -0.5 -0.1 -0.1
H 9.768 1.426 0.441 0.1 -0.7 0.2
H 7.440 1.202 1.437 0.0 -0.7 -0.5
H 6.763 1.478 -0.251 0.1 -0.6 0.3
Cl 0.423 6.954 -4.634 0.2 -0.7 0.7
C 1.125 5.770 -3.420 0.0 0.9 0.2
C 2.257 6.451 -2.606 -0.2 0.4 -0.2
Cl 1.817 7.999 -1.710 -0.3 -0.9 -0.5
H 1.421 4.915 -4.029 0.7 0.2 0.1
H 0.348 5.363 -2.773 -0.2 0.6 0.0
H 3.059 6.809 -3.250 -0.1 -0.4 0.0
H 2.647 5.812 -1.813 -0.1 -0.2 -0.3
```
Positions in Å, forces in eV/Å.

[4]
DFT (the ωB97M-V functional and the def2-TZVPD basis) results for a 6-piece molecular cluster, C16H27Cl4NO10 overall in a non-equilibrium geometry.

Values from the calculation:
* LUMO level (alpha / beta): -0.152 / -0.342 Ha
* HOMO energy (alpha / beta): -12.7 / -12.7 eV
* 2S+1: 2
* expectation value of S²: 0.755
* total charge: +1
* calculated total energy: -89074.452 eV

Geometry as XYZ:
```
58
Properties=species:S:1:pos:R:3:forces:R:3
C 1.789 4.630 3.514 -0.9 -1.5 0.6
C 0.274 4.323 3.513 1.3 0.5 0.0
O -0.184 5.212 2.518 -0.6 0.1 -0.2
C 0.787 6.086 2.137 -1.5 2.0 -1.7
O 0.549 6.997 1.350 1.3 -2.5 2.2
O 1.933 5.777 2.775 0.0 2.2 -1.5
H 2.225 3.821 2.927 0.9 0.0 0.9
H 2.088 4.852 4.538 0.7 -0.6 -0.3
H -0.089 4.572 4.510 -0.8 -0.3 -0.3
H 0.132 3.296 3.177 -0.5 0.1 0.4
C 2.042 -2.007 -2.558 -0.8 -0.8 1.2
C 0.620 -2.430 -2.815 -0.7 -1.4 0.2
O -0.054 -1.255 -3.280 0.3 -1.7 0.2
C 0.890 -0.495 -3.796 0.3 4.8 -1.4
O 0.609 0.537 -4.429 1.6 -3.4 1.9
O 2.162 -0.880 -3.354 -1.2 1.7 -1.8
H 2.759 -2.783 -2.828 0.1 0.2 0.1
H 2.065 -1.750 -1.499 0.9 0.2 0.0
H 0.121 -2.791 -1.916 -0.1 0.2 0.1
H 0.592 -3.243 -3.541 -0.4 0.2 -0.4
C -2.782 -0.340 -1.911 0.1 1.0 -0.3
C -3.348 0.429 -0.770 0.1 0.4 0.6
O -4.646 0.814 -1.227 0.8 2.0 4.5
C -4.879 0.350 -2.377 -3.6 -1.0 -4.1
O -5.888 0.509 -3.033 1.5 -0.1 1.1
O -3.892 -0.435 -2.769 1.4 -2.0 -1.6
H -2.427 -1.284 -1.497 0.3 -0.2 -1.0
H -2.047 0.322 -2.367 0.5 -1.0 -0.4
H -2.728 1.314 -0.630 -0.4 0.0 0.7
H -3.365 -0.270 0.067 -0.6 0.9 0.6
C -1.177 -2.732 1.929 0.5 -0.1 0.6
C -2.380 -2.998 1.081 2.4 -2.4 -3.3
O -3.422 -2.399 1.334 -1.6 0.7 0.5
N -2.261 -3.835 0.025 -1.1 0.6 1.5
C -3.337 -4.191 -0.951 0.6 1.2 -0.1
H -0.702 -1.768 1.749 -0.7 0.4 0.2
H -0.369 -3.421 1.681 -0.3 -0.5 0.0
H -1.511 -2.886 2.955 0.4 0.3 0.1
H -1.333 -4.184 -0.167 0.0 0.0 0.2
H -3.247 -3.428 -1.724 -0.3 -0.2 -0.4
H -4.332 -4.083 -0.519 0.2 -0.3 0.2
H -3.140 -5.173 -1.381 -0.1 0.1 0.3
Cl 5.002 -0.301 0.081 -0.3 -0.3 -0.1
C 4.768 -0.743 1.801 1.2 0.2 0.1
C 3.334 -0.984 2.163 -0.2 1.3 -0.2
Cl 2.631 -2.369 1.352 -0.3 -0.9 -0.2
H 5.157 0.132 2.321 -0.3 0.0 0.3
H 5.474 -1.548 2.009 -0.4 -0.2 0.0
H 2.803 -0.115 1.773 -0.2 0.0 0.2
H 3.129 -1.046 3.232 0.4 -0.2 -0.1
Cl 2.694 2.450 0.752 0.1 -0.3 0.3
C 1.899 2.122 -0.778 -1.3 -0.5 -0.9
C 0.435 1.548 -0.660 1.4 0.9 -0.4
Cl 0.326 -0.136 -0.062 0.2 -0.1 0.4
H 2.477 1.496 -1.458 0.3 -0.4 0.6
H 1.892 3.081 -1.297 -0.6 0.0 0.1
H 0.038 1.446 -1.671 -0.1 0.5 0.1
H -0.155 2.185 -0.001 -0.1 -0.2 -0.2
```
Positions in Å, forces in eV/Å.

[5]
DFT (the ωB97M-V functional and the def2-TZVPD basis) results for C16H27GeHfN3O4S as an isolated structure.

Values from the calculation:
* LUMO level: -0.277 Ha
* HOMO energy: -15.5 eV
* energy above the lowest of the compared OMol25 structures with the same formula, charge and spin: 0.045 eV
* total charge: +2
* calculated total energy: -98333.138 eV

Geometry as XYZ:
```
53
Properties=species:S:1:pos:R:3:forces:R:3
Hf -0.193 -0.942 -0.316 0.6 0.7 0.2
O -0.208 -2.573 1.091 -0.2 -0.1 -0.4
C -0.755 -2.669 2.217 -0.1 0.0 0.2
C -1.478 -1.636 2.870 -0.1 0.0 0.3
C -2.088 -1.954 4.101 -0.2 0.4 0.1
C -2.789 -0.973 4.762 0.1 -0.3 -0.1
C -2.903 0.318 4.260 0.1 0.0 -0.1
C -2.300 0.655 3.059 0.1 -0.2 0.1
C -1.586 -0.311 2.359 -0.1 0.0 0.1
O -0.995 0.007 1.203 -0.1 -0.2 -0.3
N -3.438 -1.303 6.054 0.2 0.0 0.0
O -3.984 -0.391 6.630 0.0 -0.1 0.0
O -3.344 -2.451 6.424 -0.1 0.1 0.0
H -0.660 -3.636 2.722 0.0 0.1 0.0
H -2.021 -2.946 4.528 0.0 0.0 0.0
H -3.468 1.046 4.825 0.0 0.0 0.0
H -2.382 1.654 2.660 0.0 0.0 -0.1
C 3.177 4.400 0.707 0.0 0.1 0.0
C 1.777 3.822 0.609 -0.2 0.0 0.0
N 1.768 2.353 0.646 0.0 -0.1 -0.1
C 2.073 1.562 -0.368 -0.1 0.0 -0.1
S 2.182 -0.168 -0.014 0.0 -0.1 -0.2
N 2.327 2.039 -1.571 0.0 0.1 0.3
C 2.810 1.299 -2.743 -0.2 -0.1 0.0
C 4.311 1.430 -2.901 0.0 0.0 -0.1
H 3.125 5.486 0.679 0.0 0.0 0.0
H 3.818 4.076 -0.112 0.0 0.0 0.0
H 3.651 4.108 1.641 0.0 0.0 0.0
H 1.252 4.142 -0.295 0.0 0.0 0.0
H 1.155 4.151 1.441 0.1 0.0 0.0
H 1.642 1.892 1.534 0.0 0.0 0.0
H 2.367 3.048 -1.654 0.0 0.0 0.0
H 2.271 1.698 -3.604 0.1 0.0 0.0
H 2.510 0.258 -2.616 0.1 0.1 0.0
H 4.610 2.470 -3.027 0.0 0.0 0.0
H 4.637 0.886 -3.785 0.0 0.0 0.0
H 4.830 1.019 -2.037 0.0 0.0 0.1
C 0.354 -2.732 -2.337 0.2 0.1 0.4
Ge -1.396 -1.817 -2.746 -0.1 -0.2 -0.1
C -2.019 -2.280 -4.515 0.0 0.0 0.1
C -2.547 -2.432 -1.259 -0.1 0.0 0.3
C -1.047 -0.008 -2.103 -0.2 0.1 0.1
H 0.199 -3.807 -2.431 0.0 0.0 -0.1
H 0.879 -2.687 -1.353 0.0 -0.1 -0.1
H 1.112 -2.393 -3.045 0.0 -0.1 -0.1
H -2.164 -3.355 -4.594 0.0 0.0 0.0
H -1.297 -1.963 -5.265 0.0 0.0 0.0
H -2.966 -1.778 -4.706 0.0 0.0 0.0
H -2.670 -3.516 -1.276 -0.1 0.0 -0.1
H -3.513 -1.932 -1.351 0.0 -0.1 0.0
H -2.243 -2.229 -0.212 -0.1 0.0 -0.1
H -2.001 0.519 -2.020 0.1 0.0 0.0
H -0.378 0.544 -2.766 0.1 0.0 0.0
```
Positions in Å, forces in eV/Å.